<one>
17
Properties=species:S:1:pos:R:3:mulliken_charge:R:1 method="wB97M-V/def2-TZVPD" total_charge=0 orbital_gap_ev=8.61 e_homo_ev=-8.5
C -0.24 -0.23 1.34 -0.633
C -0.06 -0.61 -0.11 0.588
C 0.04 0.83 -0.93 -0.496
C -1.46 -0.50 -0.98 -0.630
H 2.37 -0.44 1.12 0.327
H 2.14 1.66 1.98 0.299
H -1.02 -0.37 1.98 0.463
H 0.71 -2.87 0.29 0.160
H -0.29 1.49 0.04 0.322
H 1.12 1.42 -1.25 0.288
H -1.72 1.14 -2.10 0.293
H -2.32 -0.25 -0.27 0.298
H -1.77 -1.40 -1.62 0.271
N 1.73 0.83 1.22 -0.439
N 0.59 0.60 1.90 -0.381
N -0.87 0.48 -1.95 -0.466
S 1.04 -1.79 -0.65 -0.265


<two>
17
Properties=species:S:1:pos:R:3:mulliken_charge:R:1 method="wB97M-V/def2-TZVPD" smiles="C=N/N=C(/CN)CS" total_charge=0 orbital_gap_ev=9.69 e_homo_ev=-9.1
C -0.62 -1.71 0.79 -0.372
C 0.25 -0.83 0.26 0.580
C 0.47 0.46 1.11 -0.729
C 0.65 1.11 -2.34 -0.314
H -0.56 -3.49 -0.26 0.240
H -1.87 -2.77 -0.43 0.229
H -1.51 -1.01 0.98 0.225
H -0.26 -2.18 1.87 0.238
H 1.52 0.66 0.89 0.518
H 0.12 0.09 2.26 0.318
H -0.15 2.41 2.10 0.141
H -0.28 0.59 -2.83 0.308
H 1.15 2.26 -2.38 0.271
N -1.21 -2.87 0.26 -0.568
N 0.68 -0.72 -0.97 -0.469
N 1.39 0.47 -1.38 -0.425
S -0.54 1.95 0.84 -0.190


<three>
17
Properties=species:S:1:pos:R:3:mulliken_charge:R:1 method="wB97M-V/def2-TZVPD" total_charge=0 orbital_gap_ev=8.97 e_homo_ev=-8.2
C 2.14 1.44 1.98 -0.914
C 0.63 -0.25 1.06 0.191
C -1.30 0.02 -1.86 0.019
C -2.05 -1.27 -1.96 -1.135
H 2.44 2.47 1.71 0.315
H 3.04 0.76 2.04 0.280
H 1.68 1.45 2.95 0.327
H 0.91 1.54 0.21 0.341
H -0.67 -1.47 0.06 0.236
H -1.47 0.78 -2.63 0.393
H -2.71 -1.29 -2.86 0.286
H -2.67 -1.45 -1.06 0.314
H -1.37 -2.10 -2.02 0.336
N 1.20 0.94 1.01 -0.166
N -0.23 -0.55 0.04 0.250
N -0.48 0.36 -0.93 -0.665
S 0.90 -1.39 2.27 -0.410


The relative energies come out as <one> 6.694; <two> 4.511; <three> 0.000, with values in eV.


<one>
12
Properties=species:S:1:pos:R:3:mulliken_charge:R:1 method="wB97M-V/def2-TZVPD" total_charge=+1 orbital_gap_ev=9.77 e_homo_ev=-14.7
C 0.51 1.29 -0.34 0.089
C -1.37 -0.10 0.12 -0.946
C 0.87 -0.95 0.20 -1.163
N 0.05 0.16 0.00 0.046
I 2.53 1.78 -0.50 0.304
H -0.47 2.32 -0.84 0.375
H -1.57 -1.13 0.55 0.358
H -1.77 0.07 -0.87 0.410
H -1.96 0.58 0.87 0.327
H 1.17 -1.29 1.25 0.326
H 1.73 -0.98 -0.42 0.474
H 0.29 -1.75 0.00 0.401


<two>
12
Properties=species:S:1:pos:R:3:mulliken_charge:R:1 method="wB97M-V/def2-TZVPD" total_charge=+1 orbital_gap_ev=8.61 e_homo_ev=-13.6
C -0.02 0.93 0.40 -0.045
C 2.14 -2.54 -0.05 -0.817
C -2.14 2.17 -0.23 -0.585
N -0.96 1.58 0.18 0.050
I 0.14 -1.90 -0.23 0.203
H 0.90 1.03 0.98 0.423
H 2.74 -1.69 -0.10 0.300
H 2.41 -3.23 -0.94 0.287
H -2.52 1.36 -0.98 0.295
H -2.77 2.17 0.65 0.308
H -2.18 3.21 -0.63 0.283
H 2.26 -3.10 0.95 0.298


The relative energies come out as <one> 0.314; <two> 0.000, with values in eV.


<one>
12
Properties=species:S:1:pos:R:3:mulliken_charge:R:1 method="wB97M-V/def2-TZVPD" smiles=[NH3+][C@H]1C[C@@H]1I total_charge=+1 orbital_gap_ev=9.36 e_homo_ev=-13.3
C 0.15 1.20 0.06 -0.702
C 0.04 -0.22 -0.54 -0.489
C 1.04 0.15 0.50 -0.204
N -1.23 -0.87 -0.07 -0.270
I 3.09 -0.10 -0.05 0.177
H 0.64 1.85 -0.66 0.249
H -0.55 1.56 0.74 0.352
H 0.42 -0.51 -1.54 0.421
H 0.81 -0.23 1.61 0.358
H -1.06 -1.67 0.62 0.363
H -1.69 -1.16 -0.98 0.372
H -1.67 0.00 0.32 0.373


<two>
12
Properties=species:S:1:pos:R:3:mulliken_charge:R:1 method="wB97M-V/def2-TZVPD" smiles=C[N@H+]1C[C@@H]1I total_charge=+1 orbital_gap_ev=9.61 e_homo_ev=-14.2
C -0.25 1.27 0.15 -0.324
C -1.02 0.31 -0.66 -0.245
C 1.25 -0.96 0.05 -0.776
N -0.05 -0.16 0.31 -0.131
I -3.12 -0.06 0.02 0.210
H 0.70 1.63 -0.35 0.240
H -0.58 1.72 1.06 0.278
H -0.72 0.03 -1.76 0.386
H 1.64 -1.08 0.97 0.379
H 0.86 -1.92 -0.42 0.330
H 1.83 -0.22 -0.53 0.290
H -0.53 -0.58 1.17 0.364


The relative energies come out as <one> 0.000; <two> 0.232, with values in eV.